Record 1
{
  "formula": "C18H22Br6Cl12O12",
  "method": "the ωB97M-V functional and the def2-TZVPD basis",
  "multiplicity": 1,
  "homo_energy_ev": -10.08,
  "elements": ["C", "Br", "Br", "Br", "H", "C", "Br", "Br", "Br", "H", "C", "Cl", "Cl", "Cl", "H", "C", "Cl", "Cl", "Cl", "H", "C", "Cl", "Cl", "Cl", "H", "C", "Cl", "Cl", "Cl", "H", "C", "C", "O", "C", "O", "O", "H", "H", "H", "H", "C", "C", "O", "C", "O", "O", "H", "H", "H", "H", "C", "C", "O", "C", "O", "O", "H", "H", "H", "H", "C", "C", "O", "C", "O", "O", "H", "H", "H", "H"],
  "coordinates": [[0.05995, -2.67659, 3.82315], [1.51185, -1.40178, 4.19362], [-1.70831, -1.74016, 3.42511], [-0.15532, -3.84153, 5.37128], [0.39164, -3.18867, 2.91990], [1.97713, -3.69623, -3.08345], [-0.04086, -3.64582, -3.00105], [2.49507, -2.98018, -4.83584], [2.68693, -5.53607, -2.85953], [2.23687, -3.10034, -2.20849], [-0.44884, 3.48533, -0.51261], [0.30930, 2.95956, -2.04439], [-1.82166, 4.54510, -0.76682], [0.71595, 4.32223, 0.54861], [-0.90326, 2.60693, -0.05434], [3.05271, 0.70808, -2.93610], [3.02621, 1.55159, -4.52220], [3.48840, 1.82453, -1.66449], [4.09050, -0.70673, -2.90140], [2.09169, 0.30967, -2.61082], [-4.52105, -4.11747, -2.13544], [-5.06414, -5.24105, -0.85509], [-3.12026, -3.19969, -1.53783], [-5.87941, -3.02867, -2.48186], [-4.22199, -4.47221, -3.12175], [-5.00423, -0.69913, 0.51869], [-6.70033, -0.18807, 0.19210], [-4.77377, -0.63937, 2.25356], [-3.93340, 0.50493, -0.33138], [-4.93154, -1.68109, 0.05118], [4.99401, 0.80598, 2.24253], [5.22636, -0.69549, 2.42491], [5.42895, -0.73397, 3.81258], [5.64855, 0.47077, 4.31616], [5.96712, 0.70851, 5.46842], [5.65637, 1.39859, 3.34288], [3.95885, 1.14650, 2.21798], [5.54497, 1.15846, 1.37057], [6.13529, -1.06354, 1.94900], [4.24001, -1.08802, 2.17767], [-2.55129, 0.71513, -6.10117], [-3.41473, 0.06488, -5.09300], [-2.55174, 0.08222, -3.96872], [-1.25814, 0.13228, -4.37725], [-0.24943, -0.22254, -3.70030], [-1.23959, 0.50171, -5.61792], [-2.70696, 1.75897, -6.37368], [-2.64573, 0.11372, -7.00532], [-3.59807, -0.99927, -5.24157], [-4.36116, 0.55137, -4.85701], [-0.75094, -0.21375, -0.14528], [-0.80702, -1.66882, 0.01357], [0.52458, -2.02992, 0.23653], [1.32501, -1.01119, 0.04942], [2.49536, -1.02487, -0.10580], [0.68882, 0.03743, -0.11170], [-1.33758, 0.11954, 0.71080], [-1.06509, 0.23684, -1.08675], [-1.04360, -2.16435, -0.92802], [-1.59579, -2.01394, 0.68203], [0.46970, 3.61170, 5.19451], [-0.14812, 4.80488, 4.48893], [-0.92490, 4.16930, 3.38904], [-0.80633, 2.81996, 3.61436], [-1.39529, 1.98637, 2.85233], [-0.12785, 2.48091, 4.68094], [0.08881, 3.67188, 6.21402], [1.54848, 3.45668, 5.17744], [0.54252, 5.54610, 4.08680], [-0.81047, 5.34170, 5.16806]]
}

Record 2
{
  "formula": "C12H15NOS",
  "method": "the ωB97M-V functional and the def2-TZVPD basis",
  "e_above_lowest_kj_mol": 193.5,
  "multiplicity": 3,
  "homo_energy_ev": [-6.78, -8.24],
  "elements": ["C", "C", "C", "C", "C", "C", "C", "C", "C", "C", "C", "C", "N", "O", "S", "H", "H", "H", "H", "H", "H", "H", "H", "H", "H", "H", "H", "H", "H", "H"],
  "coordinates": [[3.67271, -1.95044, 0.91306], [2.67540, -1.78132, 1.90072], [3.72870, -1.11475, -0.15023], [1.86811, -0.69392, 1.76574], [3.24028, 0.75823, -1.55696], [2.82101, -0.00200, -0.45185], [1.75849, 0.15550, 0.55871], [3.01680, 1.91058, -2.22615], [-2.90135, -0.72691, 0.43678], [0.12361, 1.83841, -2.54715], [-2.32544, 0.49607, -0.16909], [-1.52125, 1.16123, 0.97058], [0.59507, 0.73574, 0.41273], [-0.42365, 0.35469, 1.32872], [1.74527, 2.75039, -2.82104], [4.45803, -2.61089, 1.16750], [2.77802, -2.46812, 2.76783], [4.36213, -1.38482, -0.96099], [1.27249, -0.30926, 2.60026], [4.15205, 0.14193, -1.96948], [-2.13453, -1.40180, 0.67661], [-3.50327, -0.48303, 1.44064], [-3.51615, -1.18674, -0.21268], [0.24188, 0.87475, -3.19335], [-0.66037, 2.49379, -2.80876], [0.11989, 1.55657, -1.58621], [-3.06805, 1.21953, -0.48498], [-1.60898, 0.35399, -0.99782], [-1.14664, 2.25971, 0.66546], [-2.00502, 1.04793, 1.83148]]
}

Quick rundown of E_tot, same order as above: -614113.58908 -27052.10304 eV